Record 1
{"formula": "C43H59I2N4O8SScSi", "method": "ωB97M-V/def2-TZVPD", "multiplicity": 1, "molar_mass_g_mol": 1118.9, "relative_energy_kcal_mol": 14.1, "e_homo_ev": -2.6, "charge": -2, "orbital_gap_ev": 6.06, "elements": ["Sc", "O", "C", "O", "H", "I", "I", "C", "C", "N", "N", "C", "H", "H", "H", "C", "C", "C", "C", "O", "Si", "S", "O", "C", "C", "C", "C", "O", "C", "C", "C", "C", "H", "H", "H", "H", "H", "H", "H", "H", "H", "H", "H", "H", "H", "H", "H", "H", "H", "H", "H", "H", "H", "H", "H", "H", "H", "H", "H", "O", "C", "N", "C", "C", "O", "N", "C", "C", "C", "C", "C", "C", "C", "C", "C", "C", "C", "C", "H", "H", "H", "H", "H", "H", "H", "H", "H", "H", "H", "C", "C", "C", "C", "C", "C", "C", "C", "C", "C", "C", "C", "O", "H", "H", "H", "H", "H", "H", "H", "H", "H", "H", "H", "H", "H", "H", "H", "H", "H"], "xyz": [[-0.375476, -0.440938, -0.696786], [1.527574, -0.468225, -1.443854], [2.004765, -1.656221, -1.415747], [1.472765, -2.606826, -0.836560], [2.949998, -1.794006, -1.963792], [-1.424132, 1.298852, -2.759681], [1.760733, -3.506524, 4.616780], [0.636502, -2.394700, 3.304814], [-0.206430, -1.346675, 3.612903], [-0.700697, -0.917728, 2.452788], [-0.215609, -1.593798, 1.407103], [0.602698, -2.508210, 1.909552], [-0.464361, -0.887688, 4.552665], [-1.284960, -0.122379, 2.219151], [1.133117, -3.170657, 1.248190], [2.360015, 2.809076, -1.581348], [3.791005, 2.278317, -1.610162], [3.968928, 1.351870, -2.805346], [4.791272, 3.432329, -1.668169], [4.095220, 1.498026, -0.449188], [3.515660, 1.617495, 1.099582], [1.615053, 0.964161, 1.405513], [4.679527, 0.845174, 2.018295], [5.277431, -0.440731, 1.869048], [4.341790, -1.433787, 1.187580], [5.605341, -0.916242, 3.279371], [6.556523, -0.277631, 1.048446], [3.777969, 3.223956, 1.497384], [4.010646, 3.851924, 2.756270], [3.198429, 3.203689, 3.877061], [3.586237, 5.307770, 2.584530], [5.504500, 3.785003, 3.075769], [2.156487, 3.382055, -2.491886], [2.205335, 3.463508, -0.718685], [1.646992, 1.986248, -1.530669], [3.825327, 1.898853, -3.742411], [3.234431, 0.546231, -2.751514], [4.976211, 0.925680, -2.796971], [4.632178, 4.038152, -2.566418], [5.811486, 3.037489, -1.685842], [4.679371, 4.064357, -0.785040], [3.393887, -1.499070, 1.724147], [4.805569, -2.424164, 1.144408], [4.123150, -1.108459, 0.168361], [4.681739, -1.027005, 3.852498], [6.242928, -0.182090, 3.780153], [6.122916, -1.880162, 3.259410], [6.309447, 0.118776, 0.061732], [7.067724, -1.239531, 0.932415], [7.233455, 0.424228, 1.544425], [2.140908, 3.186551, 3.612118], [3.330978, 3.766417, 4.807596], [3.518466, 2.172667, 4.040666], [2.514684, 5.368053, 2.385245], [4.119722, 5.747938, 1.737787], [3.810010, 5.890255, 3.484142], [5.820647, 2.743363, 3.139444], [5.719650, 4.288190, 4.025286], [6.075890, 4.275016, 2.281372], [-0.208947, -1.771551, -3.166699], [-1.154924, -2.386480, -2.713468], [-1.942495, -3.275227, -3.423176], [-3.083580, -3.670426, -2.625719], [-2.645568, -3.099682, -1.229982], [-3.240078, -3.389610, -0.211146], [-1.591966, -2.263406, -1.408492], [-3.218382, -5.190960, -2.637189], [-3.898935, -5.825969, -3.672302], [-3.929516, -7.211778, -3.765465], [-3.279927, -7.986224, -2.814945], [-2.598140, -7.361791, -1.778309], [-2.565762, -5.976794, -1.690239], [-4.366680, -2.926050, -2.991098], [-4.300107, -1.687986, -3.623112], [-5.457315, -0.960323, -3.873101], [-6.693538, -1.457141, -3.490043], [-6.764579, -2.680521, -2.834557], [-5.609776, -3.405517, -2.580497], [-1.988307, -3.166480, -4.422290], [-4.415580, -5.227530, -4.414157], [-4.462666, -7.684207, -4.582608], [-3.302462, -9.068161, -2.881542], [-2.084958, -7.954999, -1.030348], [-2.034099, -5.502983, -0.874618], [-3.339949, -1.251876, -3.877821], [-5.377326, 0.013520, -4.341534], [-7.594318, -0.883456, -3.676435], [-7.722194, -3.065057, -2.503334], [-5.667916, -4.342981, -2.041656], [-0.818906, 4.404999, -0.677390], [-0.764979, 3.365143, 0.445434], [-0.008037, 3.943097, 1.643956], [-2.151295, 2.898983, 0.846923], [-3.033739, 3.874695, 1.311070], [-4.324330, 3.585119, 1.709010], [-4.755875, 2.271741, 1.608122], [-3.926485, 1.257402, 1.144765], [-4.555283, -0.113197, 0.964070], [-3.924148, -1.231956, 1.790827], [-4.654452, -0.468642, -0.520682], [-2.581405, 1.552273, 0.792808], [-1.770677, 0.542468, 0.439637], [0.197048, 4.662724, -0.993283], [-1.306567, 5.325979, -0.338524], [-1.357567, 4.020862, -1.544247], [-0.201704, 2.511582, 0.084273], [-0.482972, 4.870382, 1.989912], [1.027383, 4.157712, 1.364648], [0.026602, 3.232439, 2.470240], [-2.680108, 4.899761, 1.360939], [-4.986024, 4.364157, 2.071325], [-5.776738, 2.014872, 1.875194], [-5.581221, -0.000205, 1.330379], [-2.964379, -1.540319, 1.390423], [-4.562924, -2.119129, 1.772664], [-3.795330, -0.917945, 2.832391], [-3.668406, -0.493174, -0.983686], [-5.241822, 0.285685, -1.051275], [-5.127289, -1.444085, -0.657971]], "forces_ev_per_angstrom": [[-0.60, -0.18, 0.59], [0.37, -0.20, -0.12], [-0.29, 0.14, 0.09], [0.13, 0.14, -0.15], [0.09, -0.02, -0.01], [-0.05, -0.01, -0.17], [0.05, -0.05, 0.06], [-0.05, 0.05, -0.11], [-0.03, 0.02, 0.05], [0.08, -0.06, -0.07], [0.03, 0.04, 0.05], [-0.06, -0.05, -0.05], [0.01, -0.02, -0.05], [-0.06, 0.11, -0.02], [0.02, 0.01, 0.02], [0.02, 0.05, -0.02], [-0.07, -0.06, 0.14], [0.02, -0.06, -0.07], [0.03, 0.03, 0.00], [0.02, 0.09, -0.06], [0.15, 0.07, -0.03], [-0.13, -0.12, 0.14], [0.05, -0.13, -0.09], [-0.11, 0.14, -0.02], [-0.05, 0.02, -0.05], [0.00, -0.02, 0.08], [0.04, 0.01, -0.02], [0.03, 0.05, 0.22], [-0.06, -0.11, -0.16], [0.01, -0.02, -0.01], [-0.02, 0.07, -0.02], [0.05, 0.00, -0.02], [0.02, -0.02, 0.04], [0.03, -0.04, -0.02], [0.08, 0.08, -0.01], [0.00, -0.02, 0.04], [0.05, 0.08, -0.01], [-0.01, 0.01, 0.00], [0.00, -0.03, 0.04], [-0.03, 0.01, 0.00], [0.00, -0.03, -0.02], [0.02, 0.00, -0.01], [-0.01, 0.03, 0.01], [0.00, 0.00, 0.04], [0.04, 0.01, -0.01], [-0.03, -0.03, -0.01], [-0.01, 0.03, -0.01], [-0.01, -0.01, 0.04], [-0.02, 0.05, 0.00], [-0.03, -0.02, -0.01], [0.01, 0.00, 0.00], [0.00, -0.02, -0.04], [0.00, 0.02, -0.03], [0.05, 0.00, 0.01], [-0.02, -0.02, 0.03], [0.00, -0.04, -0.03], [-0.02, 0.02, -0.01], [-0.02, -0.02, -0.05], [-0.03, -0.04, 0.04], [-0.04, -0.12, -0.12], [-0.11, 0.12, 0.10], [0.02, -0.10, 0.14], [0.02, -0.08, -0.08], [-0.02, 0.17, 0.07], [0.10, -0.05, -0.11], [0.05, 0.01, -0.13], [0.05, 0.07, 0.04], [0.00, -0.02, -0.02], [-0.01, 0.05, 0.01], [0.02, 0.02, 0.03], [-0.02, 0.00, -0.02], [-0.02, 0.02, 0.02], [0.02, -0.03, 0.02], [-0.01, 0.01, -0.01], [0.03, -0.01, -0.01], [0.01, -0.03, 0.01], [0.03, 0.01, -0.02], [0.02, -0.01, -0.03], [-0.02, -0.01, -0.02], [0.01, 0.00, 0.01], [0.01, 0.01, 0.01], [0.00, 0.03, 0.00], [-0.01, 0.02, -0.02], [-0.02, -0.01, -0.03], [-0.04, -0.01, 0.00], [0.01, -0.03, 0.02], [0.02, -0.02, 0.01], [0.01, 0.00, 0.00], [0.01, 0.00, -0.01], [0.01, 0.05, -0.03], [-0.09, 0.08, 0.03], [0.01, 0.02, 0.01], [-0.05, 0.08, 0.05], [0.06, -0.01, 0.00], [0.00, -0.04, -0.01], [0.02, -0.01, -0.04], [0.01, 0.01, 0.01], [0.03, 0.05, -0.01], [0.00, 0.00, 0.05], [-0.01, 0.03, 0.03], [-0.04, -0.17, -0.09], [0.30, 0.14, 0.00], [-0.07, -0.01, 0.02], [0.01, -0.02, -0.01], [0.02, 0.02, 0.05], [0.07, -0.12, 0.00], [0.04, -0.04, -0.02], [-0.07, -0.02, -0.01], [-0.02, 0.00, -0.03], [-0.02, -0.03, 0.00], [0.01, -0.01, 0.00], [0.00, 0.01, 0.01], [-0.05, -0.01, 0.02], [0.00, 0.01, 0.00], [0.02, 0.04, 0.00], [-0.02, 0.01, -0.01], [0.03, 0.00, 0.02], [0.02, -0.02, 0.02], [0.01, 0.04, 0.03]]}

Record 2
{"formula": "C23H20CrI2N6O3S", "method": "ωB97M-V/def2-TZVPD", "multiplicity": 2, "molar_mass_g_mol": 766.3, "e_homo_ev": [-10.6, -10.6], "charge": 1, "orbital_gap_ev": [6.52, 6.86], "elements": ["Cr", "I", "C", "C", "C", "I", "C", "O", "C", "C", "N", "C", "C", "C", "C", "C", "C", "N", "C", "H", "H", "H", "H", "H", "H", "H", "H", "H", "H", "H", "N", "C", "C", "C", "C", "C", "C", "S", "O", "O", "N", "C", "N", "C", "C", "C", "N", "H", "H", "H", "H", "H", "H", "H", "H", "H"], "xyz": [[-0.382190, 0.947382, -1.353958], [5.548779, 0.966564, -6.118591], [3.880848, 1.270283, -4.867162], [3.599572, 2.538995, -4.385398], [2.481325, 2.705802, -3.597648], [1.936631, 4.568648, -2.800990], [1.617668, 1.646651, -3.283608], [0.564564, 1.874864, -2.533077], [1.923821, 0.367956, -3.788363], [0.985963, -0.782990, -3.547578], [0.401182, -0.777197, -2.202840], [-0.456010, -1.949263, -1.986545], [-1.647190, -1.594998, -1.145484], [-2.411909, -2.561387, -0.506151], [-3.523208, -2.171858, 0.222992], [-3.865165, -0.826168, 0.237936], [-3.058197, 0.070434, -0.432975], [-1.946226, -0.292618, -1.077835], [3.062800, 0.195966, -4.558603], [4.231495, 3.380787, -4.622664], [1.525715, -1.723177, -3.718676], [0.160623, -0.727807, -4.273631], [1.169285, -0.844774, -1.513406], [0.103373, -2.771780, -1.525562], [-0.828051, -2.305694, -2.958226], [-2.126348, -3.599658, -0.567530], [-4.116732, -2.900903, 0.751552], [-4.734560, -0.476934, 0.770578], [-3.293103, 1.126200, -0.456855], [3.316592, -0.780071, -4.944177], [-0.486078, -3.092893, 5.917986], [-0.046854, -2.383230, 4.847363], [0.083672, -3.002556, 3.594361], [0.491151, -2.274132, 2.500676], [0.783986, -0.929562, 2.647192], [0.639867, -0.287294, 3.864862], [0.226393, -1.009771, 4.960999], [1.231784, -0.010987, 1.216987], [2.072317, 1.110155, 1.488189], [1.668159, -0.919775, 0.169444], [-0.203385, 0.554726, 0.590531], [-0.613161, 1.768463, 0.977495], [-1.027494, 2.485146, -0.102994], [-1.479885, 3.714768, 0.120247], [-1.537621, 4.225752, 1.409960], [-1.085942, 3.409117, 2.440906], [-0.620516, 2.189392, 2.228565], [-0.485160, -4.096928, 5.858153], [-0.381194, -2.693465, 6.834343], [-0.128485, -4.056525, 3.501304], [0.620453, -2.727240, 1.532635], [0.864114, 0.764418, 3.923284], [0.114107, -0.526024, 5.919483], [-1.797136, 4.288547, -0.742402], [-1.922167, 5.210944, 1.607678], [-1.102268, 3.715695, 3.477229]], "forces_ev_per_angstrom": [[-0.24, 0.62, -0.22], [-0.30, 0.08, 0.28], [0.35, -0.08, -0.27], [0.01, -0.07, -0.07], [-0.72, 0.20, 0.53], [0.29, -0.03, -0.17], [1.82, -0.55, -1.26], [-1.63, -0.12, 1.05], [-0.20, 0.38, 0.35], [0.01, 0.22, -0.60], [0.62, -0.34, 0.69], [-0.16, -0.25, -0.04], [0.04, -0.37, -0.05], [0.01, 0.22, 0.04], [0.20, 0.17, -0.23], [0.11, 0.02, -0.08], [-0.44, 0.23, 0.17], [-0.67, -0.55, -0.64], [0.08, 0.08, -0.10], [0.04, 0.04, 0.00], [-0.15, 0.09, 0.01], [0.10, -0.08, 0.13], [-0.18, -0.17, -0.26], [-0.05, 0.12, -0.10], [0.09, 0.05, 0.18], [0.06, -0.09, -0.04], [-0.06, -0.06, 0.05], [-0.07, 0.07, 0.00], [0.03, 0.00, 0.10], [-0.06, -0.13, 0.00], [-0.09, -0.20, 0.28], [0.00, 0.28, -0.36], [0.02, 0.08, 0.03], [0.06, -0.11, 0.07], [0.20, 0.41, -0.67], [0.14, 0.00, 0.12], [0.03, -0.08, -0.06], [-0.07, -0.36, -0.52], [0.01, 0.00, 0.57], [0.01, -0.34, 0.66], [1.65, -0.94, -0.60], [-0.58, 1.69, 0.41], [-0.06, -0.20, 0.49], [-0.14, 0.25, 0.21], [0.00, -0.09, -0.16], [-0.11, 0.08, -0.30], [0.03, -0.34, 0.11], [0.01, 0.07, 0.12], [-0.01, -0.11, 0.01], [-0.02, -0.14, -0.03], [-0.01, -0.21, -0.11], [-0.01, 0.13, 0.15], [0.01, 0.06, 0.10], [0.02, -0.01, 0.02], [-0.01, 0.12, -0.05], [-0.03, 0.23, 0.04]]}